C38H34ClN5O2Tl as an isolated structure, computed with ωB97M-V/def2-TZVPD.

```
81
C38H34ClN5O2Tl, DFT ωB97M-V/def2-TZVPD
Tl -0.0863 -1.7689 -0.4462
C 2.1506 5.0429 -2.3541
C 2.9074 4.6810 -1.1105
C 3.9258 5.4887 -0.6250
C 4.6295 5.1618 0.5239
C 4.2967 4.0154 1.2252
C 3.2724 3.1980 0.7725
C 2.5973 3.5171 -0.3990
N 1.5324 2.7187 -0.8872
C 1.3574 1.3673 -0.7444
N 2.5272 0.6683 -0.6862
C 2.8781 -0.6686 -0.4139
C 2.0128 -1.7571 -0.2678
C 2.5534 -2.9940 0.1003
C 3.9064 -3.1747 0.2785
C 4.7623 -2.1107 0.0545
C 4.2785 -0.8649 -0.2877
C 5.2625 0.2546 -0.5142
N 0.1802 0.8223 -0.7239
C -0.8745 1.7822 -0.8073
C -1.3677 2.1250 -2.0615
C -2.3960 3.0447 -2.1938
C -2.9382 3.6270 -1.0576
C -2.4328 3.2946 0.1904
C -1.3929 2.3848 0.3432
C -0.8517 2.0754 1.7099
H 2.5838 5.9217 -2.8261
H 1.1047 5.2760 -2.1393
H 2.1607 4.2275 -3.0782
H 4.1754 6.3898 -1.1681
H 5.4239 5.8041 0.8727
H 4.8187 3.7588 2.1360
H 2.9876 2.3256 1.3455
H 0.7210 3.2169 -1.2271
H 3.3345 1.2618 -0.8148
H 1.9006 -3.8421 0.2373
H 4.2927 -4.1410 0.5646
H 5.8300 -2.2433 0.1527
H 6.2798 -0.1231 -0.4456
H 5.1627 1.0532 0.2237
H 5.1579 0.7014 -1.5060
H -0.9293 1.6574 -2.9354
H -2.7644 3.3066 -3.1752
H -3.7406 4.3449 -1.1401
H -2.8426 3.7659 1.0742
H -1.1121 2.8688 2.4085
H 0.2324 1.9791 1.7063
H -1.2580 1.1436 2.1052
N -0.6390 -2.2109 1.9458
C -1.7380 -1.4058 2.4024
C -2.0432 -1.2735 3.7264
C -3.1533 -0.5064 4.1426
C -3.9728 0.0687 3.2175
C -3.6863 -0.0534 1.8365
C -4.5271 0.4853 0.8343
C -4.1957 0.3306 -0.4773
C -2.9744 -0.2920 -0.7904
N -2.1586 -0.7709 0.1127
C -2.5274 -0.7374 1.4236
H -0.9615 -3.1582 1.7486
H 0.0960 -2.2636 2.6475
H -1.4400 -1.7855 4.4645
H -3.3667 -0.4151 5.1969
H -4.8536 0.6155 3.5221
H -5.4345 0.9996 1.1233
H -4.8191 0.7059 -1.2733
H -2.6698 -0.3831 -1.8229
Cl -3.8064 -8.5882 -1.3013
C -3.1692 -6.9851 -1.1232
C -3.9630 -5.9853 -0.5489
C -3.4820 -4.7097 -0.4018
C -2.1745 -4.3605 -0.8092
O -1.8128 -3.1147 -0.6279
C -1.3923 -5.3791 -1.3870
C -0.0624 -5.1190 -1.8782
O 0.5287 -4.0551 -1.7491
C -1.9028 -6.6807 -1.5444
H -4.9666 -6.2300 -0.2285
H -4.1016 -3.9347 0.0293
H 0.4432 -5.9524 -2.3971
H -1.2836 -7.4399 -2.0024
```

Values from the calculation:
* E: -2525.21815 a.u.
* gap between HOMO and LUMO: 7.33 eV
* net charge: +1

***

C38H34N6O3PbS3Te as an isolated structure in a non-equilibrium geometry, computed with ωB97M-V/def2-TZVPD.

```
86
C38H34N6O3PbS3Te, DFT ωB97M-V/def2-TZVPD
Pb 13.4052 10.2957 16.4854
N 20.9978 12.4319 14.7477
C 19.9588 11.7869 15.4251
C 18.8011 12.5008 15.8446
C 17.8648 11.9030 16.6578
C 18.0487 10.5870 17.0474
C 19.1790 9.8282 16.6304
C 20.1361 10.4029 15.8141
S 16.7254 9.7865 17.9284
O 16.0636 10.7676 18.7717
O 17.2873 8.5768 18.5110
N 15.6459 9.4176 16.7974
C 15.6155 8.3361 16.0199
N 14.3930 7.9505 15.5693
C 14.3042 6.8617 14.7582
C 15.4461 6.2111 14.3837
C 16.6619 6.6730 14.8649
N 16.7670 7.7527 15.6642
H 20.7534 13.2189 14.1476
H 21.7157 11.8533 14.3159
H 18.6248 13.5589 15.5587
H 16.9541 12.4580 17.0109
H 19.2072 8.7197 16.8264
H 21.0680 9.9113 15.6073
H 13.2854 6.5836 14.4824
H 15.3765 5.4183 13.6526
H 17.5916 6.2715 14.5438
C 9.7231 14.2035 12.4758
C 10.6831 15.2553 13.1153
C 12.0925 15.1285 12.5085
C 10.1494 16.6640 12.7743
C 10.8098 14.9368 14.6375
C 10.2456 15.8433 15.5746
C 10.2200 15.5592 16.9430
C 10.9356 14.4783 17.4198
S 11.0294 13.9563 19.0738
C 11.7572 12.4468 18.4586
N 12.0450 12.4288 17.1562
C 11.5341 13.5592 16.5136
C 11.5462 13.8450 15.1471
C 12.1539 11.3479 19.3108
C 11.9019 11.4357 20.7127
C 12.3199 10.3619 21.4947
C 13.0056 9.2921 20.9527
C 13.2838 9.2588 19.5427
C 12.8991 10.2658 18.7216
H 9.6135 14.4439 11.4320
H 8.7395 14.3419 12.9036
H 10.0639 13.2037 12.6037
H 12.1286 15.3768 11.4794
H 12.4495 14.1122 12.5538
H 12.7700 15.7943 13.0291
H 10.1158 16.8620 11.6838
H 10.8169 17.4255 13.2414
H 9.1505 16.8069 13.1401
H 9.7033 16.6881 15.1720
H 9.6859 16.2470 17.6521
H 12.0415 13.1499 14.5061
H 11.3406 12.2807 21.1310
H 12.0671 10.4556 22.5823
H 13.3255 8.4690 21.5912
H 13.7733 8.3954 19.1004
O 11.2200 8.9943 15.6552
N 10.0243 9.4758 16.0408
C 9.6751 9.3484 17.3423
C 8.4812 9.8438 17.8072
C 7.6390 10.5328 16.8897
C 8.0342 10.6243 15.5542
C 9.1820 9.9909 15.1010
S 9.3534 9.6986 13.4076
H 10.3245 8.7588 17.9618
H 8.1794 9.7003 18.8778
H 6.6908 10.9888 17.1614
H 7.4546 11.1271 14.7804
Te 11.6932 9.1880 13.0530
C 11.9282 10.1213 11.1609
C 11.0854 9.7893 10.0862
C 11.2919 10.4099 8.8570
C 12.3697 11.2731 8.6487
C 13.2412 11.5073 9.6837
C 13.0561 10.9266 10.9340
H 10.2368 9.1083 10.2442
H 10.6147 10.1782 8.0463
H 12.5287 11.7604 7.6928
H 14.0288 12.2405 9.6071
H 13.8024 11.0905 11.7223
```

Values from the calculation:
* E: -3678.06765 a.u.
* gap between HOMO and LUMO: 7.03 eV
* energy above the lowest of the compared OMol25 structures with the same formula, charge and spin: 47.6 kcal/mol
* net charge: 0

***

C38H35AsF5N7NaS as an isolated structure in a non-equilibrium geometry, computed with ωB97M-V/def2-TZVPD.

```
88
C38H35AsF5N7NaS, DFT ωB97M-V/def2-TZVPD
Na -1.9196 -1.1789 -0.0124
F -3.3193 -3.2618 5.9942
C -3.4737 -3.2091 4.6510
C -3.0163 -2.1188 3.9200
F -2.4113 -1.0855 4.5420
C -3.1867 -2.0807 2.5552
F -2.7212 -0.9709 1.9100
C -3.8066 -3.1051 1.8100
S -3.9759 -3.0697 0.1389
C -4.2949 -4.1767 2.6009
F -4.9522 -5.1841 1.9969
C -4.1220 -4.2385 3.9652
F -4.5881 -5.2975 4.6613
N -0.6117 -2.4936 -2.7329
C -1.4198 -1.5049 -3.1232
N -1.5312 -1.2788 -4.4363
C -2.3979 -0.3312 -4.7675
N -2.5239 -0.0294 -6.0774
N -3.1389 0.3787 -3.9120
C -2.9315 0.0860 -2.6326
N -2.0864 -0.8260 -2.1832
C -3.6897 0.8502 -1.6413
C -4.0964 2.1501 -1.9382
C -4.7752 2.8679 -0.9738
C -5.0592 2.2503 0.2369
C -4.6305 0.9441 0.4219
N -3.9457 0.2662 -0.4771
H -0.0088 -2.8943 -3.4279
H -0.3374 -2.5423 -1.7631
H -2.0522 -0.6138 -6.7424
H -3.2996 0.5473 -6.3438
H -3.8579 2.5579 -2.9071
H -5.0972 3.8816 -1.1639
H -5.5802 2.7706 1.0262
H -4.8312 0.4222 1.3451
C 6.6759 -0.0731 2.5641
C 5.4421 0.0147 1.7140
C 4.2164 0.3249 2.2747
C 3.0617 0.4124 1.5104
C 1.7877 0.7545 2.2132
C 3.1059 0.1831 0.1301
As 1.4056 0.1939 -0.9748
N 0.3626 -0.9250 0.0110
C 0.7554 -2.2005 0.1701
C 1.8958 -2.8004 -0.4259
C 2.2217 -4.1196 -0.2158
C 1.4359 -4.9297 0.5911
C 0.3223 -4.3706 1.2061
C -0.0053 -3.0526 1.0083
C 0.8654 2.0649 -0.5448
C -0.2346 2.5220 0.1875
C -1.1513 1.6161 0.9506
C -0.5138 3.8838 0.2798
C 0.2717 4.8340 -0.3376
C -0.0066 6.3050 -0.2342
C 1.3565 4.3826 -1.0733
C 1.6537 3.0351 -1.1926
C 2.8469 2.6668 -2.0267
C 4.3405 -0.1517 -0.4395
C 4.5227 -0.4557 -1.9060
C 5.4840 -0.2201 0.3504
H 6.4335 0.1304 3.6043
H 7.4230 0.6479 2.2348
H 7.1164 -1.0669 2.5009
H 4.1505 0.4980 3.3418
H 1.9194 0.7112 3.2927
H 1.0085 0.0545 1.9203
H 1.4655 1.7587 1.9408
H 2.5241 -2.1806 -1.0595
H 3.1098 -4.5285 -0.6858
H 1.6907 -5.9674 0.7504
H -0.2951 -4.9695 1.8651
H -0.8455 -2.6281 1.5442
H -0.9416 0.5828 0.7046
H -2.1899 1.8462 0.7136
H -1.0116 1.7591 2.0235
H -1.3705 4.1957 0.8644
H -0.9368 6.4953 0.2953
H -0.0734 6.7494 -1.2264
H 0.8082 6.7967 0.2965
H 1.9791 5.1107 -1.5782
H 3.2790 3.5606 -2.4751
H 2.5642 1.9725 -2.8211
H 3.6004 2.1759 -1.4119
H 3.5723 -0.4130 -2.4413
H 4.9517 -1.4512 -2.0257
H 5.2141 0.2568 -2.3589
H 6.4287 -0.4745 -0.1157
```

Values from the calculation:
* E: -5148.10908 a.u.
* gap between HOMO and LUMO: 5.95 eV
* energy above the lowest of the compared OMol25 structures with the same formula, charge and spin: 10.5 kcal/mol
* net charge: -1